# 1
102
Properties=species:S:1:pos:R:3 method="wB97M-V/def2-TZVPD" e_tot_ev=-81277.953 charge=+2
Ca 3.779 0.242 -2.259
Ca 1.275 2.380 -2.066
O 1.896 0.412 -1.303
O -2.856 -1.956 1.894
O 3.323 2.264 -3.008
O 1.848 2.387 3.969
O -3.178 -3.834 -3.210
O -2.983 2.539 3.598
O -0.319 2.032 -3.654
O 4.977 -1.040 -0.691
C -3.791 -2.039 0.821
C -0.215 2.422 -6.150
C 5.032 1.052 0.327
C 4.667 -2.726 -2.227
C -3.107 2.949 4.925
C -1.685 2.218 -1.768
C 4.149 3.008 -3.892
C -4.545 3.375 5.065
C 2.162 3.488 4.815
C 5.331 -2.426 -0.916
C 5.487 -0.397 0.476
C 0.983 -0.396 -0.622
C -0.690 -2.405 2.777
C -1.679 1.518 1.919
C 0.090 1.525 -4.959
C -1.811 -3.846 -2.948
C 2.173 0.071 3.543
C -3.654 -5.161 -3.370
C -1.686 2.096 3.353
C -5.159 -5.122 -3.366
C 2.745 1.331 4.194
C -1.696 1.850 -3.242
C -4.005 -3.445 0.288
C -1.380 -2.429 -2.768
C -1.605 -2.484 1.571
C 0.962 4.395 4.817
H 3.787 1.581 3.867
H -1.635 -4.388 -2.002
H -1.828 2.323 1.201
H 5.011 -2.990 -0.022
H 2.862 1.218 5.288
H -0.461 0.594 -5.116
H 1.322 -1.426 -0.642
H -5.606 -6.126 -3.406
H -0.783 -1.430 3.267
H -5.229 2.572 4.780
H -1.228 -4.357 -3.728
H -0.300 -2.445 -2.578
H -1.205 -1.893 0.693
H -1.825 -1.975 -1.873
H -2.488 3.850 5.139
H 2.279 3.196 5.859
H 0.293 3.396 -6.069
H 6.425 -2.452 -0.948
H 2.243 0.076 2.473
H -2.722 2.184 5.582
H 3.607 -2.489 -2.164
H -3.259 -5.797 -2.568
H 0.818 4.924 3.881
H -1.637 -3.503 1.241
H -4.833 -3.371 -0.431
H 1.052 5.064 5.683
H 5.038 -0.822 1.373
H 2.656 -0.844 3.854
H 3.725 3.983 -4.174
H 3.947 1.095 0.334
H -2.526 0.857 1.846
H -0.985 -3.164 3.495
H 0.833 -0.122 0.419
H -3.474 -1.384 -0.013
H -4.732 4.253 4.438
H 5.431 1.458 -0.617
H 5.125 3.304 -3.420
H -2.319 2.478 -3.855
H -1.275 2.666 -6.248
H -1.998 0.811 -3.356
H -5.470 -4.664 -2.422
H 4.311 2.495 -4.820
H -2.700 2.413 -1.456
H -1.081 3.118 -1.552
H -5.507 -4.515 -4.170
H -0.922 2.879 3.442
H -3.282 -5.611 -4.297
H 0.091 3.754 4.970
H -4.750 -1.663 1.194
H 3.098 3.952 4.510
H 1.199 1.458 -4.943
H -0.796 0.926 1.636
H 0.006 -0.376 -1.140
H 5.460 1.640 1.141
H -4.336 -4.110 1.083
H -1.335 1.394 -1.118
H 0.151 1.892 -7.022
H -1.427 1.303 4.058
H 0.355 -2.574 2.510
H 4.680 -3.739 -2.589
H -4.830 3.625 6.089
H -3.146 -3.905 -0.264
H 5.167 -2.118 -3.004
H 1.124 -0.079 3.775
H -1.580 -1.781 -3.625
H 6.578 -0.463 0.595

***

# 2
72
Properties=species:S:1:pos:R:3 method="wB97M-V/def2-TZVPD" smiles="O=C1c2ccccc2C(=O)c2cc(F)ccc21.O=C1c2ccccc2C(=O)c2ccccc21.O=C1c2ccccc2C(=O)c2ccccc21" e_tot_ev=-58922.739 charge=0
F 8.994 2.429 -2.196
O 3.907 -0.005 -1.611
O -3.496 4.093 -0.001
O -7.361 0.767 1.571
O -0.995 -4.464 0.380
O 3.933 -6.199 -0.702
O 3.793 3.045 2.389
C 6.564 1.782 -1.790
C 1.648 -6.718 -0.563
C 0.248 3.084 -1.739
C -2.713 1.777 1.352
C 0.172 3.999 -0.493
C 0.127 -4.854 0.106
C -4.735 0.072 2.230
C 0.775 -8.923 -1.006
C 2.553 3.061 0.181
C -5.061 1.233 1.525
C -2.392 0.617 2.048
C 7.766 3.573 -0.196
C 3.853 3.031 1.139
C 2.565 -4.374 -0.144
C -0.712 -7.160 -0.298
C 7.826 2.597 -1.417
C -6.813 2.805 0.543
C -6.132 4.897 -0.455
C 3.939 1.202 -1.254
C 5.255 2.938 0.339
C 1.273 -3.918 0.119
C 3.422 -2.143 0.184
C -5.803 3.687 0.156
C -7.465 5.218 -0.690
C -8.472 4.326 -0.326
C -4.049 2.092 1.097
C 1.057 -2.567 0.400
C 2.612 2.104 -1.070
C 1.360 3.995 0.501
C 1.851 -8.044 -0.945
C 3.640 -3.486 -0.102
C -3.404 -0.231 2.494
C 0.364 -6.271 -0.253
C -8.148 3.122 0.290
C 1.422 2.114 -2.056
C -4.381 3.346 0.386
C 5.313 1.976 -0.906
C 2.130 -1.682 0.427
C 6.520 3.756 0.712
C -6.480 1.540 1.237
C -0.505 -8.483 -0.673
C 2.803 -5.795 -0.484
H 1.418 1.452 -2.994
H 2.846 -8.394 -1.201
H -0.613 3.118 -2.483
H 1.399 4.639 1.435
H -5.518 -0.595 2.577
H -9.511 4.573 -0.518
H 0.054 -2.202 0.594
H 8.702 4.197 0.047
H -5.352 5.593 -0.746
H -7.719 6.163 -1.159
H -1.343 -9.172 -0.712
H -3.153 -1.132 3.046
H 4.258 -1.453 0.212
H -1.920 2.436 1.011
H -0.705 4.712 -0.275
H 1.959 -0.632 0.641
H 4.649 -3.837 -0.295
H -8.937 2.434 0.576
H 6.524 4.460 1.604
H -1.353 0.376 2.249
H 6.526 1.077 -2.685
H 0.933 -9.952 -1.311
H -1.712 -6.822 -0.046

***

# 3
17
Properties=species:S:1:pos:R:3 method="wB97M-V/def2-TZVPD" e_tot_ev=-9436.294 relative_energy_ev=6.749 charge=0
O 1.461 1.106 0.360
O -2.975 -0.250 -0.397
C 1.603 -0.203 0.837
C 0.468 -1.137 0.348
C -0.926 -0.726 0.516
C -1.671 0.207 -0.211
C 1.182 1.242 -0.959
H 1.016 2.299 -1.177
H 1.879 0.725 -1.630
H 1.602 -0.121 1.925
H -1.533 -1.272 1.222
H -3.571 0.507 -0.418
H 0.655 -1.274 -0.732
H 0.630 -2.097 0.856
H 2.550 -0.641 0.498
H -0.598 0.458 -1.387
H -1.666 1.254 0.110

***

# 4
17
Properties=species:S:1:pos:R:3 method="wB97M-V/def2-TZVPD" smiles="CC[C@@H](O)CC=O" e_tot_ev=-9441.593 relative_energy_ev=1.450 charge=0
O -0.091 2.080 -1.445
O -0.984 0.616 1.247
C -0.522 -0.303 0.272
C 1.611 -0.692 1.576
C -1.158 -0.074 -1.097
C 1.004 -0.259 0.245
C -0.798 1.188 -1.846
H 2.703 -0.760 1.508
H 1.358 0.025 2.364
H -2.258 -0.089 -1.010
H -0.924 -0.920 -1.758
H 1.306 0.763 0.002
H 1.227 -1.675 1.878
H -0.822 -1.320 0.580
H -1.759 1.082 0.905
H 1.358 -0.916 -0.561
H -1.250 1.252 -2.860

***

# 5
15
Properties=species:S:1:pos:R:3 method="wB97M-V/def2-TZVPD" smiles=NCCCN e_tot_ev=-6252.996 relative_energy_ev=0.432 charge=0
N 0.396 2.316 -0.457
N -0.103 -2.417 -0.456
C -0.544 -1.222 0.228
C 0.472 -0.082 -0.012
C -0.023 1.291 0.490
H -1.113 1.314 0.452
H 0.029 3.238 -0.219
H 0.542 0.030 -1.093
H 0.307 1.422 1.522
H -1.504 -0.771 -0.072
H 1.427 -0.395 0.405
H -0.611 -1.526 1.271
H -0.162 -2.437 -1.468
H -0.512 -3.236 -0.046
H 1.400 2.475 -0.544

***

# 6
124
Properties=species:S:1:pos:R:3 method="wB97M-V/def2-TZVPD" smiles=CC1(C)CCCC(C)(C)N1O.CC1(C)CCCC(C)(C)N1O.CC1(C)CCCC(C)(C)N1O.COC[C@H](C)N.COC[C@H](C)N e_tot_ev=-55256.352 relative_energy_ev=3.228 charge=0
O 4.631 -1.218 -3.742
O 3.181 6.289 1.441
O -0.378 -1.282 2.278
O -4.286 -5.661 -2.115
O 0.947 5.047 4.236
N -0.281 -0.531 1.068
N 4.437 -4.756 -2.700
N 2.605 5.558 0.363
N -5.006 -6.133 -1.007
N 3.554 5.018 4.819
C 2.778 7.362 -1.502
C 4.858 4.957 -0.528
C -0.970 0.509 -1.547
C -3.616 -5.101 0.765
C -7.216 -6.405 0.796
C 1.207 5.338 -1.636
C 2.109 4.252 -2.220
C -6.115 -7.030 -1.438
C -2.716 -0.027 1.396
C 1.495 3.807 4.607
C 0.771 7.103 -0.083
C -0.922 1.633 1.957
C -0.091 5.027 3.299
C 2.203 4.629 6.950
C -0.637 -2.422 -0.497
C 1.696 -1.714 0.130
C -6.918 -7.506 -0.237
C -1.445 1.269 -0.364
C -5.525 -3.863 -0.315
C -5.005 -5.236 0.174
C 2.785 3.534 -1.071
C 3.480 4.428 -0.026
C 2.654 4.115 5.605
C -5.942 -5.702 1.253
C 0.331 -0.157 -1.223
C 0.275 -1.254 -0.073
C 4.210 -2.572 -3.817
C -1.332 0.494 1.009
C 6.426 -3.621 -3.066
C 1.950 6.360 -0.681
C 3.693 3.487 1.130
C -5.605 -8.235 -2.209
C -7.062 -6.235 -2.383
C 3.939 -0.334 -4.552
C 4.946 -3.356 -2.762
H -0.787 1.087 -2.457
H 2.926 5.270 7.469
H 0.362 5.252 2.323
H 2.247 -0.804 0.394
H -7.819 -6.906 -2.804
H 3.516 2.815 -1.449
H 2.761 5.521 4.424
H -3.543 -4.555 1.706
H 7.007 -2.688 -3.041
H -0.733 4.155 3.169
H 2.573 5.972 2.119
H -6.204 -4.776 1.767
H 2.068 -2.128 -0.805
H 2.149 3.855 7.722
H 1.123 7.764 0.724
H -3.170 -0.767 0.736
H 4.355 -0.423 -5.577
H -6.289 -9.086 -2.202
H 0.445 4.828 -1.036
H 1.869 3.247 3.748
H 2.231 8.242 -1.839
H 4.782 -2.928 -1.776
H 0.250 7.795 -0.741
H 5.628 4.190 -0.583
H 1.574 3.478 -2.777
H -7.843 -6.919 1.531
H 3.472 7.836 -0.800
H -4.999 -3.485 -1.196
H -6.628 -5.860 -3.311
H 0.055 6.527 0.507
H 0.638 5.816 -2.435
H 3.281 6.857 -2.324
H 4.154 4.068 1.949
H -5.337 -3.107 0.449
H -2.482 1.556 -0.560
H 3.155 -2.554 -3.516
H 4.449 2.707 1.084
H 6.948 -4.185 -2.289
H -7.953 -5.650 0.496
H -2.738 -0.424 2.412
H -0.740 -3.090 0.361
H -0.882 1.231 2.976
H -6.545 -4.026 -0.658
H -2.982 -4.608 0.026
H 2.770 3.249 1.670
H -6.562 -8.422 0.227
H -1.629 -2.036 -0.728
H 4.932 -5.353 -2.055
H 4.564 5.221 -1.549
H 0.879 -0.640 -2.035
H 2.709 4.796 -2.957
H -3.362 0.854 1.415
H 1.278 5.206 6.919
H -4.678 -8.753 -1.922
H 4.018 5.637 5.474
H 1.001 0.637 -0.869
H 2.901 -0.600 -4.797
H 5.200 5.862 -0.034
H -7.942 -7.596 -0.615
H 4.279 -2.924 -4.851
H -3.242 -6.099 1.003
H -7.519 -5.436 -1.805
H 2.007 2.955 -0.568
H -0.936 2.236 -0.316
H 0.099 1.951 1.744
H 3.106 3.127 5.759
H -1.614 2.474 1.971
H 1.901 -2.400 0.955
H 4.064 0.721 -4.321
H -3.628 -6.354 -2.250
H 4.522 -5.232 -3.589
H -5.486 -6.429 1.932
H 0.563 -1.416 2.444
H 6.600 -4.163 -3.994
H 0.761 3.289 5.236
H -0.741 5.894 3.446
H -1.739 -0.236 -1.787
H -5.309 -7.994 -3.235
H -0.203 -2.995 -1.317

***

# 7
40
Properties=species:S:1:pos:R:3 method="wB97M-V/def2-TZVPD" smiles="COc1ccccc1/C=C/C(=O)OCC(=O)Nc1c(F)cccc1F" e_tot_ev=-34024.268 charge=0
F 6.086 -1.258 1.006
F 3.098 1.921 -0.773
O -0.487 -2.758 -0.605
O 1.028 -1.520 0.517
O -5.017 -1.273 -0.438
O 4.291 -2.563 -0.450
N 3.437 -0.570 0.258
C -4.050 2.599 0.681
C -3.394 0.336 0.126
C 3.381 -1.906 -0.015
C -0.209 -1.753 -0.002
C 5.408 2.398 -0.734
C 6.917 0.745 0.128
C -2.391 -0.684 -0.079
C 4.540 0.257 0.049
C 2.017 -2.513 0.303
C -3.073 1.640 0.504
C -1.099 -0.630 0.280
C 5.849 -0.099 0.379
C 6.697 1.989 -0.436
C -4.755 0.007 -0.080
C -5.379 2.264 0.481
C 4.363 1.532 -0.493
C -5.731 0.981 0.104
C -6.350 -1.667 -0.660
H -6.956 -1.561 0.245
H -2.037 1.905 0.644
H 2.122 -3.124 1.208
H -6.300 -2.718 -0.938
H -0.656 0.206 0.796
H -2.735 -1.590 -0.560
H 5.204 3.368 -1.156
H -3.781 3.603 0.969
H 7.528 2.647 -0.630
H -6.152 3.006 0.616
H -6.808 -1.099 -1.476
H 1.711 -3.173 -0.517
H 7.908 0.417 0.395
H -6.773 0.747 -0.047
H 2.546 -0.109 0.402

***

# 8
23
Properties=species:S:1:pos:R:3 method="wB97M-V/def2-TZVPD" smiles="Cc1[nH]c(=O)cc(O)c1C(=O)O.N" e_tot_ev=-18591.185 relative_energy_ev=0.000 charge=0
O 3.498 2.440 0.751
O -1.095 3.012 1.645
O -1.694 -1.120 1.224
O -2.509 0.840 1.841
N -2.216 -0.681 -1.893
N 2.135 0.687 0.990
C 1.017 0.007 0.804
C -0.074 2.232 1.346
C -0.238 0.745 1.255
C 1.122 -1.395 0.450
C 1.137 2.864 1.310
C 2.347 2.128 0.998
C -1.534 0.195 1.462
H -2.889 -0.171 -2.510
H 3.096 0.240 0.718
H -1.887 -1.448 -2.489
H 1.278 -2.133 1.252
H 1.191 3.871 1.394
H -1.953 2.291 1.606
H 2.026 -1.579 -0.170
H -2.733 -1.052 -1.067
H 0.276 -1.724 -0.187
H -2.590 -1.337 1.091

***

# 9
7
Properties=species:S:1:pos:R:3 method="wB97M-V/def2-TZVPD" smiles="O=[N+]([O-])N(F)S" e_tot_ev=-20636.413 relative_energy_ev=4.563 charge=0
S -0.840 -1.624 -0.685
F 1.693 -0.749 0.052
O -1.048 1.047 0.073
O 0.966 1.509 0.865
N 0.705 -0.105 -0.546
N 0.147 0.878 0.232
H -1.622 -0.958 0.008

***

# 10
10
Properties=species:S:1:pos:R:3 method="wB97M-V/def2-TZVPD" smiles=NCCCl e_tot_ev=-16183.333 relative_energy_ev=0.697 charge=0
Cl 2.052 -0.515 -0.106
N -0.799 -0.949 0.195
C -0.462 0.257 -0.435
C 0.748 0.705 0.337
H -1.357 0.868 -0.340
H 1.251 1.639 -0.024
H -0.123 0.228 -1.423
H -0.208 -1.714 0.251
H 0.651 0.703 1.461
H -1.753 -1.221 0.084

***

# 11
21
Properties=species:S:1:pos:R:3 method="wB97M-V/def2-TZVPD" smiles="CC(C)(N)C=O.CO" e_tot_ev=-10977.795 relative_energy_ev=4.084 charge=0
O 2.795 1.317 1.302
O 1.079 -1.837 -0.670
N -1.393 -0.863 -1.509
C -1.908 -0.570 0.857
C 0.623 -0.982 0.094
C -0.911 1.252 -0.555
C -0.962 -0.247 -0.290
C 2.437 0.661 0.119
H 2.911 0.669 2.011
H -1.866 1.635 -0.929
H -0.121 1.474 -1.279
H 3.147 -0.117 -0.165
H -2.935 -0.266 0.624
H -1.621 -0.046 1.772
H -0.696 -1.383 -2.038
H 1.129 0.406 0.172
H 2.358 1.389 -0.688
H -0.689 1.815 0.357
H 0.710 -1.133 1.185
H -2.156 -1.529 -1.438
H -1.930 -1.644 1.066

***

# 12
18
Properties=species:S:1:pos:R:3 method="wB97M-V/def2-TZVPD" e_tot_ev=-19400.930 relative_energy_ev=0.310 charge=0
P -1.012 1.087 0.010
F 2.455 1.589 0.048
O -1.661 2.390 0.143
C -2.179 -0.272 -0.383
C 1.224 -0.262 0.853
C 1.855 0.418 -0.374
C 0.855 0.727 -1.444
C 0.074 0.567 1.404
H -2.663 -0.024 -1.324
H -0.507 0.006 2.138
H 0.440 1.485 1.868
H -2.932 -0.301 0.403
H 1.036 1.650 -1.973
H -1.673 -1.229 -0.456
H 0.876 -1.250 0.549
H 0.603 -0.108 -2.080
H 2.677 -0.211 -0.754
H 1.997 -0.385 1.614

***

# 13
10
Properties=species:S:1:pos:R:3 method="wB97M-V/def2-TZVPD" e_tot_ev=-154092.015 relative_energy_ev=3.469 charge=0
Br 2.211 1.623 -0.121
Br 2.485 -1.618 -0.129
S -2.987 0.118 -0.382
C 0.023 -0.142 0.583
C -1.025 0.040 -0.576
C 1.524 -0.008 0.445
H -0.759 1.151 -0.870
H -0.247 0.757 1.222
H -0.302 -1.128 1.136
H -0.922 -0.792 -1.308

***

# 14
12
Properties=species:S:1:pos:R:3 method="wB97M-V/def2-TZVPD" e_tot_ev=-19608.938 relative_energy_ev=3.573 charge=0
S 1.083 -0.535 -0.462
O -0.291 -0.232 2.145
O -2.121 -1.600 1.822
N 0.467 1.095 -0.568
C 1.000 2.041 -1.440
C -0.453 -1.202 -0.122
C -1.087 -1.033 1.339
H 0.703 -0.154 1.836
H -1.103 -0.862 -0.856
H 0.285 3.021 -1.221
H 1.930 1.792 -2.381
H -0.413 -2.331 -0.092

***

# 15
4
Properties=species:S:1:pos:R:3 method="wB97M-V/def2-TZVPD" smiles=N#CC#N e_tot_ev=-5052.440 relative_energy_ev=0.124 charge=0
N 1.866 -0.100 0.006
N -1.855 -0.084 -0.015
C 0.706 0.117 -0.027
C -0.717 0.066 0.037